[1]
Molecular formula: C26H27BrN6OSSeV
Method: DFT, ωB97M-V/def2-TZVPD

Each line ends with the Löwdin charge.
Geometry (Å):
V 0.05 0.46 -0.34  0.695
Se -4.70 -4.79 -3.91  1.188
N -4.41 -3.09 -4.25  -0.223
C -3.44 -2.69 -3.45  -0.334
C -2.89 -1.35 -3.45  -0.071
C -3.25 -0.38 -4.38  0.033
C -2.62 0.84 -4.34  -0.008
C -1.68 1.08 -3.35  -0.089
N -1.36 0.19 -2.43  0.088
C -1.92 -1.04 -2.49  -0.129
C -1.40 -2.05 -1.58  -0.139
N -0.41 -1.70 -0.73  -0.052
C 0.17 -2.62 0.01  -0.112
C -0.21 -3.96 0.00  0.001
C -1.25 -4.33 -0.82  0.042
C -1.85 -3.38 -1.64  -0.066
C -2.92 -3.69 -2.56  -0.332
N -3.47 -4.88 -2.66  -0.224
H -4.01 -0.62 -5.12  0.128
H -2.85 1.61 -5.07  0.119
H -1.16 2.03 -3.29  0.099
H 0.98 -2.29 0.65  0.109
H 0.30 -4.67 0.62  0.121
H -1.61 -5.35 -0.86  0.129
Br -1.61 0.02 1.28  0.497
C 2.49 -2.39 3.51  -0.087
N 1.73 -1.29 4.06  -0.296
C 0.90 -1.66 5.19  -0.087
C 1.04 -0.52 3.04  -0.236
C 1.98 0.37 2.23  -0.201
C 3.12 0.85 2.89  -0.029
C 4.04 1.66 2.27  -0.055
C 3.85 2.01 0.93  -0.069
C 2.73 1.55 0.27  -0.138
C 1.78 0.75 0.90  -0.115
H 3.10 -2.84 4.30  0.090
H 3.15 -2.02 2.73  0.087
H 1.85 -3.18 3.09  0.082
H 1.51 -2.17 5.93  0.087
H 0.06 -2.32 4.91  0.089
H 0.48 -0.76 5.64  0.087
H 0.30 0.11 3.54  0.106
H 0.49 -1.20 2.38  0.038
H 3.26 0.54 3.92  0.120
H 4.91 2.01 2.81  0.112
H 4.57 2.64 0.42  0.113
H 2.61 1.85 -0.76  0.094
C -1.79 3.55 0.63  -0.031
C -0.51 3.41 -0.19  -0.593
C -0.71 4.01 -1.58  -0.015
C 0.66 4.09 0.53  -0.002
O -0.20 2.02 -0.34  -0.297
H -2.07 4.60 0.68  0.102
H -1.64 3.18 1.65  0.081
H -2.61 2.99 0.18  0.087
H -0.82 5.09 -1.49  0.104
H -1.61 3.61 -2.04  0.077
H 0.16 3.81 -2.21  0.098
H 0.35 5.10 0.79  0.104
H 1.53 4.14 -0.12  0.091
H 0.92 3.55 1.43  0.096
S 2.78 -0.35 -3.85  0.776
C 1.92 -0.16 -2.56  -0.846
N 1.26 -0.01 -1.57  -0.097

E_HOMO (eV): -10.655
Net charge: +1
Molecular weight (g mol⁻¹): 681.42
DFT total energy (Eh): -7728.1843
ΔE to the lowest compared entry with this formula, charge and spin (kcal per mole): 26.74

=====

[2]
Molecular formula: C26H27Cl5FLaN3O2S
Method: DFT, ωB97M-V/def2-TZVPD

Each line ends with the Löwdin charge.
Geometry (Å):
La -1.74 0.90 0.89  1.752
Cl -1.17 8.22 -0.75  0.711
C -1.01 6.62 -0.17  -0.705
C -2.01 5.67 -0.44  -0.698
Cl -3.41 6.09 -1.34  0.721
C -1.84 4.38 0.03  -0.549
Cl -3.11 3.19 -0.27  0.670
C -0.72 3.98 0.76  -0.472
O -0.58 2.73 1.15  -0.439
C 0.24 4.95 1.05  -0.602
Cl 1.57 4.49 2.05  0.744
C 0.10 6.25 0.58  -0.693
Cl 1.31 7.41 0.95  0.722
C 2.57 -3.05 -0.97  -0.086
C 2.72 -1.90 -1.95  -0.220
C 1.51 -1.75 -2.85  -0.146
N 0.35 -1.25 -2.11  0.062
C -0.54 -0.35 -2.49  -0.804
S -2.11 -0.29 -1.79  0.564
N -0.29 0.50 -3.50  0.107
C 0.92 1.14 -3.86  -0.419
O 1.07 1.53 -4.98  0.158
C 1.87 1.37 -2.75  -0.169
C 3.23 1.40 -3.04  -0.006
C 4.13 1.64 -2.01  -0.051
C 3.67 1.87 -0.72  -0.048
C 2.31 1.87 -0.44  -0.063
C 1.41 1.62 -1.46  -0.031
H 3.45 -3.17 -0.36  0.083
H 2.40 -3.99 -1.48  0.082
H 1.75 -2.90 -0.28  0.046
H 3.58 -2.06 -2.59  0.123
H 2.88 -0.96 -1.42  0.098
H 1.19 -2.73 -3.25  0.140
H 1.70 -1.10 -3.71  0.123
H 0.09 -1.77 -1.27  0.128
H -1.11 0.83 -4.03  0.163
H 3.57 1.23 -4.05  0.129
H 5.18 1.66 -2.22  0.113
H 4.37 2.06 0.06  0.111
H 1.95 2.08 0.55  0.065
H 0.33 1.66 -1.27  0.087
F -3.54 0.29 1.93  -0.618
C -4.69 -2.57 1.95  -0.001
N -3.29 -2.41 2.42  -0.220
C -3.05 -3.12 3.68  0.019
C -2.33 -2.81 1.34  -0.124
C -0.92 -2.51 1.74  -0.328
C -0.12 -3.57 2.13  -0.063
C 1.18 -3.35 2.55  -0.078
C 1.66 -2.05 2.56  -0.087
C 0.85 -1.01 2.14  -0.154
C -0.47 -1.18 1.71  -0.261
H -5.35 -2.32 2.77  0.110
H -4.82 -3.61 1.65  0.110
H -4.84 -1.89 1.11  0.103
H -3.16 -1.37 2.55  0.126
H -3.28 -4.17 3.53  0.114
H -3.70 -2.68 4.43  0.110
H -1.99 -2.98 3.94  0.106
H -2.67 -2.26 0.44  0.096
H -2.49 -3.88 1.16  0.138
H -0.50 -4.57 2.10  0.109
H 1.80 -4.17 2.86  0.107
H 2.67 -1.86 2.89  0.105
H 1.28 -0.02 2.17  0.079

E_HOMO (eV): -10.819
Net charge: +1
Molecular weight (g mol⁻¹): 780.76
DFT total energy (Eh): -4152.2467
ΔE to the lowest compared entry with this formula, charge and spin (kcal per mole): 3.35

=====

[3]
Molecular formula: C26H27ClFN3O3
Method: DFT, ωB97M-V/def2-TZVPD

Each line ends with the Löwdin charge.
Geometry (Å):
C 1.20 7.13 -1.06  -0.045
N 0.09 7.15 -0.14  -0.138
C -0.56 8.44 -0.02  -0.034
C -0.39 6.11 0.56  -0.383
O -1.32 6.22 1.35  0.048
C 0.24 4.73 0.33  -0.262
O 0.53 4.35 -0.79  0.091
C 0.35 3.91 1.51  -0.077
C 0.03 4.24 2.82  0.031
N 0.18 3.17 3.62  -0.085
C -0.07 3.12 5.03  -0.010
C 0.59 2.09 2.87  -0.160
C 0.83 0.78 3.25  -0.018
C 1.22 -0.09 2.25  -0.584
Cl 1.48 -1.75 2.64  0.734
C 1.39 0.32 0.92  -0.171
C 1.92 -0.69 -0.07  -0.473
O 3.09 -1.00 -0.08  0.067
N 1.01 -1.20 -0.93  -0.041
C -0.41 -0.92 -0.91  -0.135
C -1.18 -2.15 -0.41  -0.133
C -0.86 -3.36 -1.28  -0.325
C -1.60 -4.60 -0.75  -0.128
C -1.32 -5.83 -1.58  -0.246
C -1.84 -5.94 -2.86  -0.033
C -1.58 -7.05 -3.64  -0.005
C -0.78 -8.05 -3.12  -0.281
F -0.53 -9.14 -3.88  0.052
C -0.25 -7.97 -1.85  -0.004
C -0.52 -6.85 -1.09  -0.036
C 0.66 -3.58 -1.30  -0.122
C 1.37 -2.32 -1.77  -0.124
C 1.15 1.63 0.55  0.058
C 0.73 2.52 1.53  -0.083
H 1.87 7.96 -0.83  0.092
H 0.84 7.24 -2.08  0.099
H 1.75 6.19 -0.99  0.081
H 0.14 9.18 0.37  0.093
H -0.93 8.76 -0.99  0.095
H -1.39 8.33 0.67  0.085
H -0.31 5.18 3.20  0.134
H 0.84 2.85 5.57  0.100
H -0.41 4.10 5.37  0.096
H -0.84 2.39 5.26  0.100
H 0.71 0.44 4.26  0.108
H -0.61 -0.06 -0.28  0.118
H -0.72 -0.68 -1.94  0.133
H -2.25 -1.93 -0.43  0.121
H -0.89 -2.35 0.62  0.111
H -1.19 -3.17 -2.31  0.143
H -2.67 -4.39 -0.77  0.124
H -1.30 -4.78 0.28  0.121
H -2.47 -5.15 -3.25  0.117
H -1.98 -7.14 -4.64  0.117
H 0.36 -8.78 -1.47  0.117
H -0.11 -6.78 -0.09  0.116
H 0.91 -4.42 -1.95  0.119
H 1.00 -3.82 -0.29  0.129
H 2.46 -2.43 -1.72  0.123
H 1.09 -2.09 -2.81  0.132
H 1.28 1.96 -0.47  0.130

E_HOMO (eV): -8.380
Net charge: 0
Molecular weight (g mol⁻¹): 483.97
DFT total energy (Eh): -1957.0687
ΔE to the lowest compared entry with this formula, charge and spin (kcal per mole): 0.75

=====

[4]
Molecular formula: C26H27ClHfOP
Method: DFT, ωB97M-V/def2-TZVPD

Each line ends with the Löwdin charge.
Geometry (Å):
C -0.95 -1.72 2.95  -0.164
C -0.80 -2.38 1.70  -0.153
C 0.58 -2.59 1.46  -0.183
H -1.62 -2.81 1.12  0.114
C 1.31 -2.08 2.57  -0.226
C 0.36 -1.54 3.52  -0.212
H 0.57 -1.28 4.56  0.140
H -1.91 -1.59 3.47  0.136
H 1.00 -3.20 0.65  0.129
H 2.38 -2.23 2.77  0.128
Hf 0.39 -0.09 1.72  1.139
Cl 2.54 0.80 1.78  0.168
P 0.18 -0.17 -0.84  1.004
C 1.43 -1.21 -1.66  -0.374
C 1.12 -1.95 -2.81  -0.088
H 0.11 -1.93 -3.21  0.105
C 2.12 -2.69 -3.45  -0.055
H 1.87 -3.25 -4.36  0.116
C 3.42 -2.71 -2.92  -0.058
H 4.20 -3.29 -3.42  0.113
C 3.73 -2.00 -1.76  -0.059
H 4.75 -2.00 -1.35  0.118
C 2.74 -1.25 -1.13  -0.105
H 2.97 -0.69 -0.22  0.027
C -1.42 -0.64 -1.56  -0.352
C -1.88 -1.97 -1.44  -0.125
H -1.23 -2.73 -1.01  0.097
C -3.16 -2.31 -1.87  -0.061
H -3.50 -3.35 -1.78  0.117
C -3.99 -1.32 -2.41  -0.054
H -4.99 -1.59 -2.77  0.113
C -3.56 0.01 -2.50  -0.054
H -4.21 0.78 -2.92  0.117
C -2.29 0.35 -2.05  -0.066
H -1.95 1.38 -2.08  0.105
C 0.51 1.51 -1.49  -0.364
C 1.05 1.64 -2.78  -0.072
H 1.30 0.75 -3.35  0.107
C 1.26 2.91 -3.32  -0.052
H 1.65 3.00 -4.33  0.115
C 0.95 4.05 -2.56  -0.054
H 1.10 5.04 -2.99  0.112
C 0.44 3.92 -1.27  -0.064
H 0.20 4.81 -0.67  0.117
C 0.22 2.66 -0.72  -0.099
H -0.17 2.57 0.29  0.078
C 0.44 1.92 4.39  -0.075
C -0.88 1.53 3.75  -0.554
C -1.97 2.56 3.97  -0.046
O -0.81 1.30 2.34  -0.353
H 0.80 2.88 4.00  0.094
H 1.26 1.19 4.26  0.031
H 0.29 2.03 5.48  0.100
H -1.21 0.59 4.23  0.111
H -1.66 3.53 3.57  0.090
H -2.88 2.24 3.43  0.088
H -2.19 2.64 5.04  0.091

E_HOMO (eV): -12.069
Net charge: +1
Molecular weight (g mol⁻¹): 600.42
DFT total energy (Eh): -1931.6687